Record 1
{"formula": "C32H47Cl3LaN3O3SSi", "method": "the ωB97M-V functional and the def2-TZVPD basis", "total_charge": 0, "e_homo_ev": -8.010, "elements": ["C", "C", "H", "H", "H", "C", "C", "H", "H", "H", "H", "La", "Cl", "Cl", "C", "O", "N", "C", "C", "H", "H", "H", "H", "H", "H", "H", "H", "H", "C", "C", "N", "H", "C", "O", "H", "H", "H", "H", "O", "C", "C", "C", "H", "C", "H", "C", "H", "C", "C", "H", "H", "H", "Si", "Cl", "C", "C", "C", "H", "H", "H", "H", "H", "H", "H", "H", "H", "N", "S", "C", "C", "C", "C", "C", "C", "C", "C", "C", "C", "C", "C", "H", "H", "H", "H", "H", "H", "H", "H", "H", "H", "H"], "positions_angstrom": [[1.854, -1.878, -5.744], [1.339, -0.731, -4.930], [1.951, -1.590, -6.797], [1.159, -2.724, -5.658], [2.847, -2.216, -5.414], [0.654, 0.295, -5.468], [0.371, 0.409, -6.928], [0.335, 1.148, -4.873], [-0.306, -0.394, -7.244], [1.276, 0.354, -7.558], [-0.109, 1.366, -7.126], [-1.439, -0.256, 1.133], [1.257, -0.061, 0.779], [-3.552, -1.625, 2.312], [-0.132, 2.730, 1.857], [-1.257, 2.152, 1.809], [0.033, 3.989, 1.473], [-1.138, 4.758, 1.063], [1.367, 4.585, 1.369], [0.771, 2.184, 2.188], [-1.625, 4.319, 0.181], [-0.793, 5.762, 0.813], [-1.875, 4.802, 1.877], [2.081, 3.806, 1.069], [1.684, 4.971, 2.352], [1.334, 5.390, 0.624], [-2.686, -0.860, -3.575], [-2.421, 1.824, -4.495], [-3.684, -0.495, -3.302], [-3.470, 1.772, -4.168], [-3.652, 0.918, -3.007], [-4.055, -1.026, -2.436], [-3.668, 1.516, -1.789], [-3.951, 1.052, -0.685], [-3.796, 2.778, -3.911], [-3.368, 2.574, -1.873], [-4.350, -0.688, -4.141], [-4.068, 1.401, -5.010], [1.234, -2.032, -2.849], [1.701, -0.807, -3.436], [0.031, 0.965, -2.466], [1.324, 0.440, -2.629], [-0.843, 0.310, -2.561], [-0.107, 2.336, -2.219], [2.807, -0.810, -3.473], [2.409, 1.142, -2.108], [-1.071, 2.831, -2.290], [1.013, 3.093, -1.880], [2.274, 2.491, -1.796], [3.376, 0.626, -2.001], [0.917, 4.164, -1.676], [3.166, 3.056, -1.504], [1.668, -3.541, -2.471], [-2.511, -1.421, -0.719], [-0.066, -4.238, -2.034], [2.697, -3.302, -0.952], [2.294, -4.636, -3.813], [-0.540, -3.571, -1.303], [-0.178, -5.265, -1.681], [-0.666, -4.155, -2.949], [1.527, -4.919, -4.553], [2.594, -5.558, -3.291], [3.182, -4.282, -4.366], [2.787, -2.229, -0.730], [3.695, -3.745, -0.965], [2.086, -3.748, -0.158], [-0.730, -1.189, 3.307], [0.362, -0.715, 4.346], [-0.232, 0.701, 5.229], [-1.514, 1.220, 5.019], [-1.792, 2.517, 5.459], [-0.852, 3.217, 6.222], [0.390, 2.646, 6.522], [0.721, 1.404, 5.983], [0.446, -1.994, 5.585], [-0.292, -1.979, 6.776], [-0.154, -3.049, 7.676], [0.692, -4.118, 7.353], [1.440, -4.114, 6.169], [1.293, -3.065, 5.264], [-1.348, -1.865, 3.788], [-2.245, 0.630, 4.468], [-2.747, 2.978, 5.197], [-1.080, 4.217, 6.577], [1.111, 3.164, 7.154], [1.711, 0.974, 6.106], [-0.947, -1.135, 6.996], [-0.700, -3.029, 8.621], [0.768, -4.968, 8.037], [2.148, -4.915, 5.937], [1.833, -3.038, 4.316]]}

=====

Record 2
{"formula": "C5H9NS", "method": "the ωB97M-V functional and the def2-TZVPD basis", "total_charge": 0, "e_homo_ev": -8.777, "elements": ["C", "C", "C", "C", "C", "H", "H", "H", "H", "H", "H", "H", "H", "H", "N", "S"], "positions_angstrom": [[-1.503, 1.608, 0.324], [-0.481, 0.482, 0.080], [0.666, 0.816, -0.837], [1.590, -0.760, 0.195], [0.260, -0.578, 0.823], [-2.445, 1.485, 1.027], [-1.929, 1.973, -0.805], [-0.963, 2.426, 0.895], [0.502, 1.826, -1.281], [0.643, 0.083, -1.770], [1.583, 1.207, 1.031], [1.229, -1.191, -1.046], [2.653, -1.211, 0.735], [0.234, -0.765, 2.052], [2.015, 0.654, -0.042], [-1.175, -1.239, -0.253]]}

=====

Record 3
{"formula": "C4H13NO2", "method": "the ωB97M-V functional and the def2-TZVPD basis", "total_charge": 0, "smiles": "CC(C)=CN.O.O", "e_homo_ev": -8.558, "elements": ["C", "C", "C", "C", "N", "H", "H", "H", "H", "H", "H", "H", "H", "H", "O", "H", "H", "O", "H", "H"], "positions_angstrom": [[0.500, -1.006, 2.088], [0.000, -0.007, 1.005], [-1.309, -0.420, 0.422], [0.614, 1.172, 0.797], [2.069, 1.377, 0.771], [-0.368, -1.102, 2.769], [1.376, -0.557, 2.692], [0.645, -2.132, 1.876], [-1.242, -1.412, -0.113], [-1.755, 0.319, -0.297], [-2.007, -0.645, 1.232], [-0.031, 1.701, 0.176], [2.245, 2.055, 1.524], [2.499, 0.607, 1.216], [-2.304, 0.607, -2.773], [-1.335, 0.348, -2.613], [-2.357, 0.332, -3.712], [0.691, -0.736, -2.290], [0.702, -0.224, -3.086], [1.366, -0.278, -1.684]]}

=====

Record 4
{"formula": "C12H10N2O13S2V", "method": "the ωB97M-V functional and the def2-TZVPD basis", "spin_multiplicity": 2, "total_charge": -2, "e_homo_ev": [-2.448, -2.492], "elements": ["O", "V", "S", "O", "O", "O", "O", "S", "O", "O", "O", "O", "C", "C", "C", "C", "C", "C", "N", "O", "O", "H", "H", "H", "H", "H", "C", "C", "C", "C", "C", "C", "N", "O", "O", "H", "H", "H", "H", "H"], "positions_angstrom": [[2.470, 7.851, -12.860], [3.663, 7.279, -12.067], [4.266, 4.691, -11.915], [5.342, 3.988, -12.631], [3.533, 3.592, -11.260], [4.647, 5.796, -11.072], [3.401, 5.381, -12.820], [5.417, 9.302, -11.897], [4.365, 8.888, -11.015], [5.172, 10.642, -12.366], [6.660, 9.345, -11.248], [5.231, 8.339, -12.927], [3.265, 5.309, -5.606], [4.009, 5.256, -6.747], [3.429, 5.721, -7.906], [2.204, 6.282, -7.990], [1.538, 6.409, -6.820], [2.041, 5.916, -5.616], [1.577, 6.728, -9.254], [0.383, 6.760, -9.323], [2.260, 7.006, -10.219], [3.604, 4.911, -4.661], [5.021, 4.893, -6.645], [3.976, 5.486, -8.807], [0.565, 6.878, -6.837], [1.470, 6.076, -4.713], [1.849, 10.478, -11.465], [1.207, 10.569, -12.744], [-0.089, 10.155, -12.870], [-0.826, 9.617, -11.799], [-0.258, 9.583, -10.529], [1.053, 10.039, -10.378], [-2.224, 9.141, -11.940], [-2.687, 9.193, -13.052], [-2.819, 8.699, -10.953], [2.887, 10.695, -11.262], [1.692, 10.951, -13.630], [-0.492, 10.168, -13.872], [-0.798, 9.130, -9.711], [1.480, 10.012, -9.387]]}

=====

Record 5
{"formula": "C5H14O2", "method": "the ωB97M-V functional and the def2-TZVPD basis", "total_charge": 0, "e_homo_ev": -8.556, "elements": ["C", "C", "C", "C", "C", "H", "H", "H", "H", "H", "H", "H", "H", "H", "H", "H", "H", "O", "H", "H", "O"], "positions_angstrom": [[0.193, 1.179, -1.153], [0.818, 0.637, 0.057], [1.301, -0.654, -0.108], [1.995, -1.521, 0.900], [0.746, 1.291, 1.405], [-0.487, 2.021, -1.031], [1.020, 1.517, -1.812], [-0.269, 0.328, -1.644], [1.044, -1.177, -1.037], [2.739, -0.882, 1.431], [2.293, -2.523, 0.553], [1.301, -1.935, 1.694], [1.716, 1.182, 1.909], [0.634, 2.360, 1.248], [-0.113, 0.953, 2.018], [-3.346, 0.603, 0.347], [-1.998, -0.027, 0.028], [-2.452, 0.519, 0.685], [-0.575, -1.083, 0.231], [-1.534, -1.526, -2.477], [-1.611, -1.174, -1.585]]}

=====

Record 6
{"formula": "C4H9N3O", "method": "the ωB97M-V functional and the def2-TZVPD basis", "total_charge": 0, "e_homo_ev": -8.561, "elements": ["C", "C", "C", "C", "H", "H", "H", "H", "H", "H", "H", "H", "H", "N", "N", "N", "O"], "positions_angstrom": [[0.446, 0.904, -2.362], [-0.757, -0.718, -1.117], [-1.320, -1.199, 0.230], [0.785, 0.131, 2.544], [0.867, 1.817, -2.357], [-0.923, 0.961, -2.572], [0.897, 0.385, -3.130], [-1.432, -0.290, -1.826], [-0.814, -1.727, -1.740], [-2.386, -1.722, 0.516], [0.729, 0.457, 0.342], [-0.055, 0.085, 3.572], [1.642, 1.278, 3.869], [-0.618, -0.920, 1.270], [0.685, -0.458, 1.186], [1.760, 0.953, 2.722], [0.493, 0.064, -1.147]]}

=====

Sequential energy above the lowest of the compared OMol25 structures with the same formula, charge and spin output: 12.47 133.27 44.17 12.95 136.85 196.42 kcal/mol